## A
Entry from OMol25: an isolated ion of composition C5H12N and charge +1 (ωB97M-V/def2-TZVPD).

```
18
C5H12N ωB97M-V/def2-TZVPD
C -0.312 0.459 0.646
C -0.814 -0.926 1.009
C 0.900 0.818 0.012
C -1.111 -1.214 2.346
C 0.644 0.050 -2.338
N 0.791 1.185 -1.339
H -1.090 0.876 0.000
H -0.557 0.976 1.621
H -0.311 -1.739 0.527
H 1.726 0.087 0.163
H -0.208 -1.015 2.884
H -1.588 -2.238 2.478
H -1.829 -0.516 2.574
H 1.422 -0.675 -1.895
H -0.349 -0.263 -2.259
H 1.015 0.515 -3.294
H 0.018 1.901 -1.593
H 1.652 1.719 -1.541
```

Values from the calculation:
- E_HOMO (spin up / spin down): -11.61 / -15.38 eV
- Spin multiplicity: 3
- Orbital gap (spin up / spin down): 8.083 / 10.026 eV
- Total charge: +1

## B
Entry from OMol25: a 2-piece molecular cluster, C5H12N overall (ωB97M-V/def2-TZVPD).

```
18
C5H12N ωB97M-V/def2-TZVPD
C 2.488 0.116 0.685
C 2.798 0.101 -0.604
C -1.144 0.116 -0.028
C -2.552 0.545 0.013
C -0.842 -1.322 -0.034
N -0.200 0.991 -0.073
H 2.707 0.966 1.309
H 2.098 -0.750 1.198
H 3.252 0.950 -1.089
H 2.638 -0.764 -1.226
H -3.190 -0.215 0.455
H -2.902 0.702 -1.010
H -2.678 1.487 0.542
H 0.187 -1.538 -0.308
H -1.523 -1.850 -0.701
H -1.028 -1.723 0.965
H -0.416 1.982 -0.062
H 0.808 0.717 -0.073
```

Values from the calculation:
- E_HOMO (spin up / spin down): -9.84 / -16.38 eV
- Spin multiplicity: 3
- Orbital gap (spin up / spin down): 5.628 / 9.637 eV
- Total charge: +1

Most stable structure, least stable structure: B, A.

## A
Entry from OMol25: one molecule with the formula C4HNO4 (ωB97M-V/def2-TZVPD).

```
10
C4HNO4 ωB97M-V/def2-TZVPD
O -0.506 -1.582 -2.394
C -0.301 -0.980 -1.381
C 0.385 0.297 -1.067
C 0.199 0.183 0.265
N 0.400 1.029 1.442
O -0.135 0.674 2.434
O 1.129 2.009 1.253
C -0.704 -1.066 0.187
O -1.340 -1.749 0.904
H 0.873 1.185 -1.643
```

Values from the calculation:
- E_HOMO: -10.29 eV
- Spin multiplicity: 1
- Orbital gap: 8.323 eV

## B
Entry from OMol25: one molecule with the formula C4HNO4 (ωB97M-V/def2-TZVPD).

```
10
C4HNO4 ωB97M-V/def2-TZVPD
O -2.569 0.654 0.182
C -1.899 -0.332 0.044
C -0.414 -0.323 -0.036
N 0.238 -1.422 -0.097
O 1.634 -1.128 -0.061
C 1.816 0.220 0.089
O 2.890 0.786 0.194
C 0.420 0.891 -0.050
O 0.154 2.042 -0.216
H -2.270 -1.388 -0.049
```

Values from the calculation:
- E_HOMO: -10.62 eV
- Spin multiplicity: 1
- Orbital gap: 8.199 eV

Most stable structure, least stable structure: B, A.

## A
Entry from OMol25: C3H8S2 as an isolated structure (ωB97M-V/def2-TZVPD).

```
13
C3H8S2 ωB97M-V/def2-TZVPD
C -0.278 0.597 -0.248
C 1.656 -0.574 0.746
C 0.125 -0.804 -0.404
S 2.736 0.436 -0.335
S -1.043 -1.937 0.346
H -0.956 0.984 -1.007
H -0.745 0.809 0.734
H 0.645 1.211 -0.240
H 1.155 -0.155 1.618
H 2.143 -1.515 0.967
H 0.612 -1.104 -1.314
H 2.779 -0.407 -1.297
H -0.800 -2.857 -0.615
```

Values from the calculation:
- E_HOMO: -8.39 eV
- Spin multiplicity: 1
- Orbital gap: 9.107 eV

## B
Entry from OMol25: one molecule with the formula C3H8S2 (ωB97M-V/def2-TZVPD).

```
13
C3H8S2 ωB97M-V/def2-TZVPD
C -1.483 0.197 1.243
S -0.001 1.222 1.348
C 1.180 0.123 0.372
C 0.951 -0.035 -1.135
S -0.239 -1.321 -1.555
H -2.285 0.699 1.827
H -1.240 -0.743 1.751
H -1.653 -0.079 0.226
H 1.250 -0.844 0.779
H 2.137 0.632 0.652
H 1.949 -0.442 -1.536
H 0.900 0.965 -1.734
H -1.105 -0.316 -1.528
```

Values from the calculation:
- E_HOMO: -8.57 eV
- Spin multiplicity: 1
- Orbital gap: 9.403 eV

Most stable structure, least stable structure: B, A.